Here is a cluster of 2 separate species, H4INP2 in total at a distorted geometry from the Open Molecules 2025 dataset. Energies are from ωB97M-V/def2-TZVPD.

- energy relative to the best compared isomer or geometry (same formula, charge and spin) (kcal/mol) = 25.1
- 2S+1 = 1
- M (g/mol) = 206.891
- charge = 0
- E_tot (eV) = -28230.7989

Geometry as XYZ:
```
8
Properties=species:S:1:pos:R:3:forces:R:3:mulliken_charge:R:1
N -1.4184 0.1104 -0.3168 0.1 -0.9 0.3 -0.740
P 1.0117 -0.7202 0.0760 0.2 -0.3 1.7 -0.008
P 2.6708 0.3978 0.1018 0.5 0.4 -1.1 -0.075
I -2.4439 1.4140 0.8355 -0.2 0.4 0.5 0.101
H -1.3790 -0.8009 0.1697 -0.3 0.7 0.0 0.367
H 0.7905 -1.0324 -1.2640 0.5 0.2 -0.7 0.028
H -2.0355 -0.0514 -1.0878 -0.3 -0.1 -0.8 0.300
H 2.8037 0.6825 1.4856 -0.5 -0.4 0.1 0.027
```
Forces are in eV/Å.

***

Here is a cluster of 3 separate species, H4IO2 in total from the Open Molecules 2025 dataset. Energies are from ωB97M-V/def2-TZVPD.

- energy relative to the best compared isomer or geometry (same formula, charge and spin) (kcal/mol) = 0.8
- 2S+1 = 1
- M (g/mol) = 162.934
- charge = -1
- E_tot (eV) = -12263.6383

Geometry as XYZ:
```
7
Properties=species:S:1:pos:R:3:forces:R:3:mulliken_charge:R:1
I -1.4931 -0.3916 1.6667 -0.1 0.0 -0.1 -0.794
O -1.0709 -0.7835 -1.8950 -0.1 0.1 0.1 -0.641
H -1.3063 -0.6664 -0.9480 0.2 -0.2 -0.2 0.237
H -1.2188 0.0901 -2.2689 0.0 0.0 0.0 0.296
O 1.9300 0.6692 1.4635 -0.1 0.0 -0.2 -0.630
H 0.9789 0.4322 1.4467 0.1 0.0 0.2 0.238
H 2.1802 0.6499 0.5351 0.0 0.0 0.0 0.295
```
Forces are in eV/Å.

***

Here is a structure of composition H4KO2 at a distorted geometry from the Open Molecules 2025 dataset. Energies are from ωB97M-V/def2-TZVPD.

- energy relative to the best compared isomer or geometry (same formula, charge and spin) (kcal/mol) = 47.0
- 2S+1 = 1
- M (g/mol) = 75.128
- charge = +1
- E_tot (eV) = -20478.3307

Geometry as XYZ:
```
7
Properties=species:S:1:pos:R:3:forces:R:3:mulliken_charge:R:1
K -6.9364 -27.0249 -28.4472 -3.9 -0.1 -0.3 0.892
O -6.0973 -26.2619 -26.7438 1.9 1.4 3.7 -0.641
H -5.1901 -26.4537 -26.5062 0.5 0.2 0.3 0.355
H -6.5616 -26.2247 -25.9076 -0.1 0.3 0.6 0.347
O -6.2217 -27.7937 -30.2377 1.2 -1.5 -3.3 -0.665
H -6.5156 -27.2094 -30.9366 0.1 0.2 -0.7 0.370
H -6.3029 -28.6721 -30.6093 0.3 -0.4 -0.4 0.342
```
Forces are in eV/Å.

***

Here is a structure of composition H4KO2 from the Open Molecules 2025 dataset. Energies are from ωB97M-V/def2-TZVPD.

- energy relative to the best compared isomer or geometry (same formula, charge and spin) (kcal/mol) = 11.2
- 2S+1 = 1
- M (g/mol) = 75.128
- charge = +1
- E_tot (eV) = -20479.8806

Geometry as XYZ:
```
7
Properties=species:S:1:pos:R:3:forces:R:3:mulliken_charge:R:1
K 0.6489 1.1226 1.3792 0.0 -0.2 0.3 0.972
O 1.1115 0.5921 -1.2997 0.0 -0.1 0.9 -0.684
H 1.4151 1.4903 -1.4306 0.3 0.3 -0.5 0.353
H 0.1693 0.6309 -1.4638 -0.3 -0.1 -0.6 0.343
O -1.1574 -1.0182 1.2263 0.4 0.7 0.1 -0.653
H -1.2434 -0.8697 0.2846 -0.3 -0.3 -0.4 0.328
H -0.9440 -1.9480 1.3041 0.0 -0.4 0.1 0.341
```
Forces are in eV/Å.

***

Here is a structure of composition H4N10O4 at a distorted geometry from the Open Molecules 2025 dataset. Energies are from ωB97M-V/def2-TZVPD.

- energy relative to the best compared isomer or geometry (same formula, charge and spin) (kcal/mol) = 0.0
- 2S+1 = 1
- M (g/mol) = 208.098
- charge = 0
- E_tot (eV) = -23139.3217

Geometry as XYZ:
```
18
Properties=species:S:1:pos:R:3:forces:R:3:mulliken_charge:R:1
N -3.7744 -0.1462 0.6510 1.5 1.3 -1.1 -0.356
N -2.8776 -0.7138 0.0198 -0.5 -1.0 1.7 -0.230
N 1.3795 -1.2522 0.5046 -3.1 -4.3 -1.5 -0.493
N 1.2808 2.1494 0.5826 2.0 -1.9 3.9 -0.274
N 1.2720 -0.1159 1.1905 0.6 0.7 0.2 -0.058
N 0.0691 0.5798 -1.1043 1.7 2.0 -2.2 -0.465
N -0.7908 -0.2231 -0.6667 -1.2 -1.7 0.7 -0.107
N 1.2097 0.9752 0.3219 -1.0 2.3 -1.8 0.817
N -2.0044 0.2057 -0.5374 -1.1 2.4 -1.6 0.987
N 2.3950 -1.5819 -0.4963 -0.1 -0.4 1.7 1.161
O 2.2600 -2.5910 -1.1530 -1.0 0.9 0.5 -0.599
O 3.3460 -0.8905 -0.4222 1.9 1.5 -0.5 -0.595
O 0.9691 3.2415 0.2398 -0.8 0.5 -1.7 -0.485
O -2.4203 1.2846 -1.0178 0.3 -0.2 0.4 -0.663
H -4.2819 -0.8440 1.1307 -1.0 -1.4 0.3 0.277
H 1.7118 0.0445 2.1384 -0.2 -0.4 -1.9 0.315
H -0.1855 1.5840 -1.4568 -0.3 -2.1 1.3 0.334
H 0.4420 -1.7063 0.0751 2.5 1.8 1.5 0.433
```
Forces are in eV/Å.

***

Here is the molecule H4N2 at a distorted geometry from the Open Molecules 2025 dataset. Energies are from ωB97M-V/def2-TZVPD.

- energy relative to the best compared isomer or geometry (same formula, charge and spin) (kcal/mol) = 28.2
- 2S+1 = 1
- SMILES = NN
- M (g/mol) = 32.046
- charge = 0
- E_tot (eV) = -3042.7832

Geometry as XYZ:
```
6
Properties=species:S:1:pos:R:3:forces:R:3:mulliken_charge:R:1
N -0.8091 -0.1878 -0.2428 0.9 -0.5 5.3 -0.496
N 0.7067 -0.2383 0.1136 0.7 4.7 -2.5 -0.518
H -1.0415 -0.7141 0.7389 -0.3 0.9 -3.3 0.286
H -0.9971 0.7613 0.1901 -0.2 -1.0 -1.2 0.238
H 0.9385 0.9020 -0.0386 -0.3 -3.8 0.9 0.242
H 1.2025 -0.5230 -0.7612 -0.8 -0.3 0.7 0.248
```
Forces are in eV/Å.

***

Copy entry 2 word for word.
Here is a cluster of 3 separate species, H4IO2 in total from the Open Molecules 2025 dataset. Energies are from ωB97M-V/def2-TZVPD.

- energy relative to the best compared isomer or geometry (same formula, charge and spin) (kcal/mol) = 0.8
- 2S+1 = 1
- M (g/mol) = 162.934
- charge = -1
- E_tot (eV) = -12263.6383

Geometry as XYZ:
```
7
Properties=species:S:1:pos:R:3:forces:R:3:mulliken_charge:R:1
I -1.4931 -0.3916 1.6667 -0.1 0.0 -0.1 -0.794
O -1.0709 -0.7835 -1.8950 -0.1 0.1 0.1 -0.641
H -1.3063 -0.6664 -0.9480 0.2 -0.2 -0.2 0.237
H -1.2188 0.0901 -2.2689 0.0 0.0 0.0 0.296
O 1.9300 0.6692 1.4635 -0.1 0.0 -0.2 -0.630
H 0.9789 0.4322 1.4467 0.1 0.0 0.2 0.238
H 2.1802 0.6499 0.5351 0.0 0.0 0.0 0.295
```
Forces are in eV/Å.